# 1
The molecule C5H8O. Source: the OMol25 dataset; level of theory: ωB97M-V with the def2-TZVPD basis set.

Computed properties:
Orbital gap   0.377 Ha
Energy above the lowest of the compared OMol25 structures with the same formula, charge and spin   85.46 kcal per mole
Calculated total energy   -270.4217 a.u.

Last column: Mulliken charge in e.
CARTESIAN COORDINATES (ANGSTROEM)
H: -1.807 0.622 1.139  0.301
H: -0.304 -1.878 -1.008  0.270
C: -0.650 -0.905 -0.646  -0.303
H: -3.390 -0.182 0.926  0.227
H: -2.676 0.753 -0.416  0.284
H: -0.781 -0.251 -1.527  0.275
C: -2.456 0.085 0.432  -0.704
H: 2.333 0.891 -0.735  0.236
C: 0.430 -0.353 0.189  -0.257
H: 3.189 1.623 0.598  0.311
O: -1.872 -1.118 0.000  -0.327
C: 2.840 0.664 0.235  -0.910
C: 1.500 0.141 0.458  0.351
H: 3.644 -0.091 0.355  0.247



# 2
The molecule C5H8O. Source: the OMol25 dataset; level of theory: ωB97M-V with the def2-TZVPD basis set.

Computed properties:
Orbital gap   0.390 Ha
Energy above the lowest of the compared OMol25 structures with the same formula, charge and spin   22.68 kcal per mole
Calculated total energy   -270.5217 a.u.

Last column: Mulliken charge in e.
CARTESIAN COORDINATES (ANGSTROEM)
C: -1.630 0.783 0.338  -1.002
O: -1.691 -0.650 -1.557  -0.574
C: 0.475 -0.369 -0.736  -0.076
H: -1.903 1.750 -0.103  0.278
H: 0.770 -0.855 -1.660  0.426
H: -1.001 0.977 1.214  0.305
H: 1.376 1.249 0.588  0.218
C: 1.045 -0.955 0.540  -0.541
H: -2.557 0.298 0.657  0.310
H: 1.630 -1.867 0.463  0.245
H: 2.541 0.306 -0.472  0.243
H: 0.392 -0.906 1.406  0.231
C: -0.994 -0.097 -0.728  0.463
C: 1.573 0.339 0.023  -0.526



# 3
The molecule C5H8O. Source: the OMol25 dataset; level of theory: ωB97M-V with the def2-TZVPD basis set.

Computed properties:
Orbital gap (spin up / spin down)   0.304 / 0.276 Ha
Energy above the lowest of the compared OMol25 structures with the same formula, charge and spin   137.47 kcal per mole
Calculated total energy   -270.3388 a.u.

Last column: Mulliken charge in e.
CARTESIAN COORDINATES (ANGSTROEM)
C: 2.345 0.542 -0.024  -0.940
H: -2.943 -0.916 -0.180  0.272
H: 0.039 0.777 -1.474  0.353
O: -1.498 0.694 -0.240  -0.239
H: -0.260 -1.668 0.481  0.558
C: -0.459 0.002 -0.851  -0.320
H: 3.172 0.799 0.689  0.288
H: -1.620 -0.814 1.083  0.190
C: -2.375 -0.163 0.394  -0.569
H: 2.910 0.126 -0.895  0.290
H: 2.114 1.605 -0.349  0.278
C: 1.370 -0.374 0.387  0.233
H: -3.072 0.379 1.048  0.268
C: 0.279 -0.988 -0.069  -0.663



# 4
C5H8O as an isolated structure. Source: the OMol25 dataset; level of theory: ωB97M-V with the def2-TZVPD basis set.

Computed properties:
Orbital gap   0.390 Ha
Energy above the lowest of the compared OMol25 structures with the same formula, charge and spin   56.18 kcal per mole
Calculated total energy   -270.4684 a.u.

Last column: Mulliken charge in e.
CARTESIAN COORDINATES (ANGSTROEM)
H: 1.363 1.044 1.069  0.302
H: 0.871 -1.427 1.111  0.242
H: -1.260 0.702 1.555  0.233
H: 1.808 -1.533 -0.395  0.309
H: 1.891 0.857 -0.624  0.253
C: -1.448 0.450 0.510  -0.506
C: 1.009 -0.991 0.114  -0.828
C: -0.337 -0.798 -0.620  0.281
H: -0.511 -0.960 -1.671  0.387
C: 1.153 0.551 0.123  -0.603
C: -0.268 0.726 -0.417  -0.262
H: -0.423 1.496 -1.186  0.389
O: -1.451 -0.971 0.254  -0.464
H: -2.396 0.875 0.168  0.266



# 5
The molecule C5H8O. Source: the OMol25 dataset; level of theory: ωB97M-V with the def2-TZVPD basis set.

Computed properties:
Orbital gap   0.397 Ha
Energy above the lowest of the compared OMol25 structures with the same formula, charge and spin   46.92 kcal per mole
Calculated total energy   -270.4831 a.u.

Last column: Mulliken charge in e.
CARTESIAN COORDINATES (ANGSTROEM)
H: 2.201 -1.025 -0.787  0.241
O: -0.370 -0.711 -1.364  -0.487
H: 0.445 1.312 -1.577  0.388
H: -1.774 1.046 1.210  0.292
C: 1.670 -0.219 -0.266  -0.539
C: -0.480 -0.117 -0.061  0.770
C: -1.835 0.453 0.291  -1.158
H: 0.760 -0.051 1.717  0.240
C: 0.489 0.374 -1.032  -0.326
H: -2.628 -0.297 0.429  0.271
H: 2.403 0.530 0.055  0.271
H: 0.632 -1.737 1.085  0.274
C: 0.646 -0.675 0.824  -0.552
H: -2.159 1.116 -0.523  0.316



# 6
The molecule C5H8O2. Source: the OMol25 dataset; level of theory: ωB97M-V with the def2-TZVPD basis set.

Computed properties:
Orbital gap (spin up / spin down)   0.282 / 0.282 Ha
Energy above the lowest of the compared OMol25 structures with the same formula, charge and spin   165.62 kcal per mole
Calculated total energy   -345.5410 a.u.

Last column: Mulliken charge in e.
CARTESIAN COORDINATES (ANGSTROEM)
C: 0.700 -1.080 -0.259  -0.148
H: -1.492 0.130 -0.027  0.214
H: -2.429 1.167 -1.323  0.302
H: -0.457 -0.313 2.057  0.302
H: 1.085 0.541 1.077  0.205
H: 0.979 -1.676 -1.118  0.371
C: -1.511 0.807 -0.880  -0.404
H: 2.353 0.232 -0.099  0.286
C: -0.777 -1.233 1.583  -0.556
O: -0.459 1.466 -1.265  -0.285
C: 1.262 0.279 0.019  -0.494
H: -1.341 -1.997 2.095  0.245
O: -0.150 -1.670 0.515  -0.282
C: 0.789 1.336 -0.926  -0.180
H: 1.448 2.011 -1.451  0.426



# 7
The molecule C5H8O2. Source: the OMol25 dataset; level of theory: ωB97M-V with the def2-TZVPD basis set.

Computed properties:
Orbital gap   0.397 Ha
Energy above the lowest of the compared OMol25 structures with the same formula, charge and spin   61.31 kcal per mole
Calculated total energy   -345.7072 a.u.

Last column: Mulliken charge in e.
CARTESIAN COORDINATES (ANGSTROEM)
C: -1.118 -1.039 -0.687  -0.377
H: -1.040 -1.905 -0.018  0.243
C: -0.402 0.215 -0.191  0.672
O: 0.583 0.993 -0.822  -0.522
C: -1.788 0.828 -0.063  -0.496
O: -2.391 -0.390 -0.526  -0.419
H: -1.905 1.647 -0.786  0.250
H: 2.208 -0.986 1.404  0.324
C: 2.119 -0.334 0.530  -1.321
H: -0.925 -1.345 -1.721  0.272
H: 2.212 -0.928 -0.384  0.350
H: 2.968 0.362 0.549  0.326
H: -2.157 1.146 0.919  0.263
H: 0.775 1.236 1.300  0.381
C: 0.861 0.502 0.495  0.055



# 8
C5H8O2 as an isolated structure. Source: the OMol25 dataset; level of theory: ωB97M-V with the def2-TZVPD basis set.

Computed properties:
Orbital gap   0.344 Ha
Energy above the lowest of the compared OMol25 structures with the same formula, charge and spin   69.55 kcal per mole
Calculated total energy   -345.6941 a.u.

Last column: Mulliken charge in e.
CARTESIAN COORDINATES (ANGSTROEM)
C: 0.426 0.282 -0.166  -0.109
O: 1.115 -0.461 1.937  -0.534
H: -1.843 -0.373 -1.996  0.332
H: -2.950 -0.835 -0.695  0.356
C: 1.029 0.463 1.145  -0.145
H: -0.714 -1.559 0.022  0.317
H: 2.785 -0.847 0.169  0.361
C: 2.244 -0.047 -0.405  -0.042
H: -1.275 -0.282 1.033  0.306
C: -0.924 -0.494 0.006  -0.312
H: -2.473 0.844 -0.871  0.336
O: 2.844 0.820 -0.959  -0.382
H: 1.511 1.437 1.283  0.405
C: -2.097 -0.186 -0.949  -1.248
H: 0.355 1.147 -0.830  0.360



# 9
A 2-piece molecular cluster, C5H8O2 overall. Source: the OMol25 dataset; level of theory: ωB97M-V with the def2-TZVPD basis set.

Computed properties:
Orbital gap   0.379 Ha
Energy above the lowest of the compared OMol25 structures with the same formula, charge and spin   99.64 kcal per mole
Calculated total energy   -345.6462 a.u.

Last column: Mulliken charge in e.
CARTESIAN COORDINATES (ANGSTROEM)
H: 0.305 -0.084 2.006  0.192
C: 1.254 0.190 -1.183  -1.205
H: -0.956 -0.275 -1.988  0.380
H: -2.033 0.821 0.387  0.390
O: -1.279 -2.269 -0.316  -0.584
H: 0.532 -1.605 0.440  0.279
C: -0.288 -1.505 -0.328  -0.174
H: -0.983 0.930 2.616  0.288
O: -0.092 1.768 0.924  -0.404
H: 2.051 -0.637 -1.071  0.310
H: 1.551 0.874 -0.399  0.337
H: 1.417 0.717 -2.156  0.291
C: -0.151 -0.349 -1.125  0.372
C: -0.360 0.689 1.767  -0.209
C: -0.968 0.736 0.426  -0.263



# 10
C5H8O2 as an isolated structure. Source: the OMol25 dataset; level of theory: ωB97M-V with the def2-TZVPD basis set.

Computed properties:
Orbital gap (spin up / spin down)   0.322 / 0.295 Ha
Energy above the lowest of the compared OMol25 structures with the same formula, charge and spin   125.56 kcal per mole
Calculated total energy   -345.6049 a.u.

Last column: Mulliken charge in e.
CARTESIAN COORDINATES (ANGSTROEM)
C: 1.448 0.234 0.433  0.119
C: 2.158 0.739 -0.572  -0.851
C: -1.737 -0.616 0.478  -0.256
H: 2.417 -1.395 0.643  0.290
H: 1.880 1.701 -0.987  0.265
H: -1.035 -1.063 1.188  0.169
O: -1.422 0.708 -1.055  -0.215
H: 0.584 0.749 0.856  0.444
C: -1.783 0.893 0.278  -0.365
C: -1.269 -0.596 -0.926  -0.167
H: -2.745 -1.017 0.628  0.261
O: 1.652 -0.963 1.050  -0.478
H: -0.508 -1.115 -1.501  0.352
H: 3.015 0.227 -1.005  0.211
H: -2.678 1.507 0.392  0.222



# 11
A 2-piece molecular cluster, C5H8O2 overall. Source: the OMol25 dataset; level of theory: ωB97M-V with the def2-TZVPD basis set.

Computed properties:
Orbital gap   0.388 Ha
Energy above the lowest of the compared OMol25 structures with the same formula, charge and spin   34.66 kcal per mole
Calculated total energy   -345.7497 a.u.

Last column: Mulliken charge in e.
CARTESIAN COORDINATES (ANGSTROEM)
O: 2.479 0.675 -0.175  -0.523
H: 1.251 -0.984 -0.498  0.307
H: -0.176 1.183 -1.325  0.307
H: 1.897 -0.839 1.157  0.331
H: 0.635 1.474 1.146  0.347
H: -2.507 0.428 0.547  0.301
C: -0.673 0.816 -0.425  -0.122
H: 3.271 0.191 -0.437  0.293
C: 0.263 0.536 0.724  -0.506
H: -0.270 0.002 1.523  0.343
C: -2.001 0.769 -0.357  -0.881
C: -1.409 -2.289 0.000  0.163
H: -2.631 1.090 -1.185  0.253
O: -1.644 -2.789 -0.993  -0.182
C: 1.515 -0.263 0.296  -0.432



# 12
The molecule C5H8O2. Source: the OMol25 dataset; level of theory: ωB97M-V with the def2-TZVPD basis set.

Computed properties:
Orbital gap   0.412 Ha
Energy above the lowest of the compared OMol25 structures with the same formula, charge and spin   26.24 kcal per mole
Calculated total energy   -345.7631 a.u.

Last column: Mulliken charge in e.
CARTESIAN COORDINATES (ANGSTROEM)
C: 1.263 -1.098 0.350  -0.746
C: -1.042 0.010 1.001  -1.467
O: -1.303 1.880 -1.145  -0.464
H: 2.268 -0.760 0.114  0.229
H: 1.187 -1.742 1.222  0.249
H: -0.417 -2.097 -0.729  0.237
O: 0.692 1.133 -0.351  -0.331
H: 0.346 3.033 -0.808  0.356
H: 0.725 -1.169 -1.817  0.260
C: 0.162 -0.123 0.085  1.233
C: 0.330 -1.310 -0.815  -0.696
H: -1.957 -0.344 0.520  0.298
C: -0.160 2.056 -0.815  0.057
H: -0.889 -0.530 1.939  0.388
H: -1.205 1.060 1.249  0.398



# 13
C5H8O2 as an isolated structure. Source: the OMol25 dataset; level of theory: ωB97M-V with the def2-TZVPD basis set.

Computed properties:
Orbital gap   0.341 Ha
Energy above the lowest of the compared OMol25 structures with the same formula, charge and spin   77.66 kcal per mole
Calculated total energy   -345.6812 a.u.

Last column: Mulliken charge in e.
CARTESIAN COORDINATES (ANGSTROEM)
C: -0.989 1.261 -0.405  -1.360
H: -1.860 -1.339 0.293  0.350
H: 2.551 -0.130 -1.171  0.427
H: -0.462 -1.719 1.325  0.366
H: -1.772 0.929 -1.099  0.331
H: -1.466 1.804 0.421  0.325
H: -0.317 1.936 -0.944  0.376
O: 2.994 0.122 -0.130  -0.551
H: 0.741 -1.542 -1.300  0.344
O: 0.944 0.550 0.967  -0.434
C: 1.709 -0.059 0.070  0.339
H: -1.560 -0.379 1.760  0.332
C: 0.800 -0.577 -0.820  -1.078
C: -0.235 0.047 0.105  1.676
C: -1.077 -0.904 0.928  -1.441



# 14
C5H8O2 as an isolated structure. Source: the OMol25 dataset; level of theory: ωB97M-V with the def2-TZVPD basis set.

Computed properties:
Orbital gap   0.313 Ha
Energy above the lowest of the compared OMol25 structures with the same formula, charge and spin   55.78 kcal per mole
Calculated total energy   -345.7161 a.u.

Last column: Mulliken charge in e.
CARTESIAN COORDINATES (ANGSTROEM)
C: 1.578 0.264 0.598  -0.312
H: 2.549 0.754 0.490  0.394
H: -0.620 1.613 -1.580  0.288
O: -1.392 -0.592 1.243  -0.484
H: -1.587 0.329 1.470  0.401
H: -0.550 -2.738 0.117  0.337
C: -0.362 -1.833 -0.463  -1.169
O: 1.409 -0.872 1.195  -0.590
H: -1.186 -1.706 -1.175  0.319
H: 0.635 2.565 -0.763  0.330
H: -0.939 2.337 -0.012  0.276
C: -0.318 -0.630 0.427  1.424
C: 0.375 0.617 0.067  -0.392
C: -0.166 1.838 -0.610  -1.158
H: 0.575 -1.945 -1.003  0.335



# 15
C5H8O2 as an isolated structure. Source: the OMol25 dataset; level of theory: ωB97M-V with the def2-TZVPD basis set.

Computed properties:
Orbital gap   0.287 Ha
Energy above the lowest of the compared OMol25 structures with the same formula, charge and spin   148.65 kcal per mole
Calculated total energy   -345.5681 a.u.

Last column: Mulliken charge in e.
CARTESIAN COORDINATES (ANGSTROEM)
C: -1.284 0.731 -1.024  -0.376
H: 2.021 -1.997 0.048  0.343
O: -0.279 0.115 0.951  -0.289
C: 0.545 -0.547 -0.603  0.170
O: -0.611 -0.522 -1.282  -0.367
H: 1.202 -0.567 2.305  0.232
C: -0.657 1.289 0.286  -0.381
H: 0.215 1.930 0.098  0.316
H: -1.398 1.842 0.873  0.324
C: 1.192 -0.325 1.240  -0.732
H: -1.196 1.414 -1.875  0.290
C: 1.060 -1.562 0.337  -0.441
H: 0.307 -2.327 0.563  0.238
H: -2.331 0.457 -0.876  0.280
H: 1.279 0.192 -0.923  0.393



# 16
C5H8O2 as an isolated structure. Source: the OMol25 dataset; level of theory: ωB97M-V with the def2-TZVPD basis set.

Computed properties:
Orbital gap   0.383 Ha
Energy above the lowest of the compared OMol25 structures with the same formula, charge and spin   81.24 kcal per mole
Calculated total energy   -345.6755 a.u.

Last column: Mulliken charge in e.
CARTESIAN COORDINATES (ANGSTROEM)
H: 2.169 -1.085 -1.278  0.237
H: -2.636 0.467 -1.539  0.235
O: -0.444 -1.504 -0.965  -0.577
C: -1.741 1.109 0.412  -0.337
H: -3.178 -0.509 -0.141  0.229
H: 0.386 0.735 1.032  0.407
C: -2.363 0.101 -0.544  -0.494
H: 2.632 1.440 0.127  -0.204
H: 1.931 -2.601 -0.209  0.266
H: -2.154 2.006 0.863  0.381
H: 2.591 2.149 -0.102  0.201
O: 2.302 -0.847 0.730  -0.432
C: -0.955 -0.544 -0.445  0.559
C: 2.125 -1.516 -0.262  -0.076
C: -0.535 0.525 0.502  -0.396



# 17
The molecule C5H8O2. Source: the OMol25 dataset; level of theory: ωB97M-V with the def2-TZVPD basis set.

Computed properties:
Orbital gap   0.382 Ha
Energy above the lowest of the compared OMol25 structures with the same formula, charge and spin   15.47 kcal per mole
Calculated total energy   -345.7803 a.u.

Last column: Mulliken charge in e.
CARTESIAN COORDINATES (ANGSTROEM)
C: -1.035 0.085 0.561  0.413
H: -1.055 -2.012 0.897  0.326
C: -0.370 -1.609 -1.096  0.001
H: 0.613 -1.345 0.781  0.317
H: 1.730 0.825 1.114  0.291
O: -2.199 0.190 0.880  -0.559
H: 1.592 0.353 -0.589  0.275
C: -0.404 -1.295 0.386  -0.579
O: 0.644 -1.770 -1.731  -0.461
C: -0.200 1.308 0.215  -0.176
H: -0.478 2.087 0.932  0.339
C: 1.314 1.118 0.144  -1.143
H: 1.794 2.055 -0.155  0.351
H: -0.578 1.657 -0.757  0.256
H: -1.367 -1.647 -1.582  0.350